1.
Molecular formula: C18H26N6O4
Method: DFT, ωB97M-V/def2-TZVPD

Geometry as XYZ:
```
54
Properties=species:S:1:pos:R:3:forces:R:3:nbo_charge:R:1
C -2.125158 1.561670 -2.135985 0.0 0.0 0.0 -0.652
C -1.965031 2.063903 -0.738964 0.0 0.0 0.0 0.158
N -1.392757 3.227882 -0.489859 0.0 0.0 0.0 -0.288
N -1.413366 3.332677 0.854179 0.0 0.0 0.0 -0.341
C -1.977288 2.269472 1.469309 0.0 0.0 0.0 0.191
C -2.088474 2.158445 2.949990 0.0 0.0 0.0 -0.649
C -2.356101 1.416915 0.459463 0.0 0.0 -0.1 -0.157
C -2.946633 0.045061 0.562519 -0.1 0.0 0.2 -0.502
C -1.824297 -0.951939 0.821744 0.1 0.1 -0.2 0.714
O -1.026558 -0.719605 1.722974 -0.1 -0.1 0.1 -0.667
N -1.644077 -2.011454 -0.013947 0.0 0.0 0.0 -0.418
C -2.631635 -2.545353 -0.943316 0.0 0.0 0.0 -0.321
C -3.054823 -3.944252 -0.508725 0.0 0.0 0.0 0.666
O -4.204957 -4.326492 -0.542522 0.0 0.0 0.0 -0.599
N -2.003349 -4.679199 -0.067536 0.0 0.0 0.0 -0.615
C -0.650669 -4.233731 -0.364178 0.0 0.0 0.0 -0.239
C -0.429271 -2.821458 0.168505 0.0 0.0 0.0 -0.140
C 0.717610 -2.131240 -0.592460 0.0 0.1 0.0 0.677
O 1.052480 -2.487538 -1.711308 0.0 0.0 0.0 -0.643
N 1.233155 -1.078703 0.064950 0.0 0.0 0.0 -0.595
C 2.162556 -0.157389 -0.537132 0.0 0.0 0.0 -0.143
C 1.481470 1.152928 -0.913016 0.0 0.0 0.0 -0.401
C 2.520286 2.125952 -1.436514 0.0 0.0 0.0 -0.410
C 3.548657 2.405901 -0.359668 0.0 0.0 0.0 -0.199
N 4.080842 1.189297 0.244509 0.0 0.0 0.0 -0.438
C 5.228134 1.386190 1.111443 0.0 0.0 0.0 -0.412
C 3.377811 0.026698 0.377170 0.0 0.0 0.0 0.677
O 3.721767 -0.861052 1.135030 0.0 0.0 0.0 -0.617
H -1.650402 0.585257 -2.262177 0.0 0.0 0.0 0.214
H -3.178403 1.452344 -2.402558 0.0 0.0 0.0 0.220
H -1.666253 2.262319 -2.831235 0.0 0.0 0.0 0.238
H -1.043009 4.160977 1.284124 0.0 0.0 0.0 0.403
H -2.515142 1.194419 3.215879 0.0 0.0 0.0 0.239
H -1.106440 2.215179 3.421488 0.0 0.0 0.0 0.230
H -2.717129 2.948291 3.365073 0.0 0.0 0.0 0.220
H -3.636913 -0.021987 1.406534 0.0 0.0 0.0 0.245
H -3.515605 -0.167165 -0.337604 0.0 0.0 0.0 0.222
H -3.526486 -1.938750 -0.969553 0.0 0.0 0.0 0.242
H -2.212230 -2.588546 -1.953506 0.0 0.0 0.0 0.226
H -2.184708 -5.643494 0.159849 0.0 0.0 0.0 0.412
H 0.060352 -4.905230 0.110890 0.0 0.0 0.0 0.229
H -0.446766 -4.245349 -1.436284 0.0 0.0 0.0 0.223
H -0.208280 -2.843183 1.235243 0.0 0.0 0.0 0.243
H 0.812417 -0.841374 0.954571 0.0 0.0 0.0 0.436
H 2.532901 -0.642404 -1.444477 0.0 0.0 0.0 0.250
H 0.711382 0.953559 -1.659721 0.0 0.0 0.0 0.222
H 0.974074 1.572707 -0.037174 0.0 0.0 0.0 0.207
H 3.014093 1.701301 -2.315316 0.0 0.0 0.0 0.205
H 2.055117 3.064641 -1.739909 0.0 0.0 0.0 0.228
H 4.389372 2.967658 -0.772031 0.0 0.0 0.0 0.201
H 3.102020 3.031984 0.425631 0.0 0.0 0.0 0.178
H 5.630924 0.420496 1.397870 0.0 0.0 0.0 0.244
H 5.985044 1.961858 0.578213 0.0 0.0 0.0 0.195
H 4.949730 1.930907 2.019520 0.0 0.0 0.0 0.188
```
Forces are in eV/Å.

Summary:
Energy above the lowest of the compared OMol25 structures with the same formula, charge and spin   5.3 kcal/mol
Highest occupied orbital energy   -9.1 eV
HOMO-LUMO gap   9.67 eV


2.
Molecular formula: C15H9AsBrF6N3OPdSe2Te2
Method: DFT, ωB97M-V/def2-TZVPD

Geometry as XYZ:
```
41
Properties=species:S:1:pos:R:3:forces:R:3:mulliken_spin:R:1
Pd -0.680421 -0.062511 -0.006736 0.0 0.5 -0.7 0.700
Br 7.685311 -5.498443 3.009470 0.1 0.0 0.0 0.033
C 6.416425 -4.335304 3.728106 -0.1 0.1 0.0 0.164
C 6.729231 -3.605841 4.877976 -0.1 0.0 0.0 -0.068
C 5.792426 -2.754030 5.413777 0.1 -0.1 0.0 0.137
C 4.551860 -2.625775 4.773133 -0.3 0.4 0.4 0.040
C 4.218808 -3.373227 3.628764 0.1 -0.1 -0.1 0.125
C 5.167776 -4.219748 3.108306 0.1 0.0 0.1 -0.060
N 3.610350 -1.795230 5.333852 0.0 -0.4 -0.4 0.844
N 2.569342 -1.219685 5.050174 0.2 0.2 -0.1 0.100
C 2.395421 -0.424860 3.950917 0.1 0.0 0.3 0.152
C 3.460776 -0.172365 3.024181 -0.2 0.1 0.0 -0.029
C 3.236810 0.593560 1.941243 -0.3 0.1 0.0 0.130
C 1.887866 1.149333 1.638120 0.4 -0.2 0.0 0.011
O 1.703777 1.820029 0.647928 0.1 0.0 0.2 0.147
C 0.789902 0.833101 2.606134 0.4 -0.1 0.0 0.029
N -0.421241 1.234493 2.268511 -0.5 0.1 0.2 -0.014
C -1.407204 1.006557 3.132051 -0.1 -0.1 0.2 0.067
C -1.227807 0.370884 4.363020 0.2 0.0 -0.1 -0.040
C 0.023171 -0.121097 4.676118 -0.1 0.2 -0.2 0.089
C 1.070651 0.111621 3.770871 -0.1 0.0 0.1 0.128
H 7.697914 -3.716148 5.341783 0.0 0.0 0.0 -0.001
H 5.998738 -2.183739 6.307815 0.0 0.0 0.0 -0.003
H 3.247711 -3.288833 3.163878 -0.1 0.0 0.0 0.028
H 4.944996 -4.800258 2.224493 0.0 0.0 0.0 0.000
H 4.442048 -0.577742 3.220006 0.0 0.0 0.0 0.014
H 4.018433 0.842049 1.237920 0.0 0.0 0.0 -0.007
H -2.400833 1.323437 2.828210 0.1 0.0 0.0 -0.001
H -2.069302 0.227601 5.023548 0.0 0.0 0.0 0.001
H 0.197564 -0.686791 5.579236 0.0 0.0 0.0 -0.001
Se -3.376584 -1.223224 -1.944960 0.1 0.0 -0.1 0.835
Te -3.202043 0.631947 -0.413110 0.0 0.0 0.0 0.247
Te -0.878143 2.048517 -1.589480 -0.1 0.2 -0.1 0.458
Se 0.413272 0.184839 -2.348311 -0.1 -0.2 0.2 0.731
F 1.307590 -1.347488 0.619440 0.0 -0.1 0.2 0.008
As 0.423503 -2.759977 1.268192 -0.4 -0.3 -0.1 0.004
F -0.509435 -4.030860 1.928170 0.2 0.2 0.0 0.000
F -0.760018 -1.585648 1.872523 0.1 -0.2 0.2 0.002
F -0.468928 -2.762986 -0.219542 0.2 -0.1 0.1 -0.002
F 1.307262 -2.538245 2.770344 -0.1 -0.2 -0.3 0.001
F 1.621522 -3.817915 0.661327 0.1 0.2 0.1 0.000
```
Forces are in eV/Å.

Summary:
Energy above the lowest of the compared OMol25 structures with the same formula, charge and spin   25.8 kcal/mol
Highest occupied orbital energy (alpha / beta)   -10.4 / -11.1 eV
HOMO-LUMO gap (alpha / beta)   5.48 / 4.56 eV
Total charge   +1
2S+1   6


3.
Molecular formula: C4H6N2O
Method: DFT, ωB97M-V/def2-TZVPD

Geometry as XYZ:
```
13
Properties=species:S:1:pos:R:3:forces:R:3:nbo_charge:R:1
N -1.184497 -0.569513 1.523433 0.3 0.1 0.0 -0.793
C -0.361667 -0.319369 0.465632 -0.2 -0.1 -0.1 0.403
C -0.078965 0.999566 0.005700 0.1 -0.2 -0.1 -0.117
O -0.428108 2.110760 0.772525 0.2 0.1 0.2 -0.772
C 0.915659 0.805242 -1.062391 0.1 -0.1 -0.1 -0.247
C 1.058942 -0.524228 -1.259832 0.1 0.2 0.0 -0.084
N 0.281563 -1.212328 -0.310158 -0.2 0.0 0.2 -0.533
H -1.316335 0.301415 2.036120 0.0 -0.1 0.0 0.426
H -0.967509 -1.364505 2.107659 -0.1 0.0 -0.1 0.388
H -1.065305 1.467572 -0.356345 -0.2 -0.2 -0.2 0.463
H 1.383766 1.596459 -1.631568 -0.1 -0.1 0.1 0.234
H 1.621382 -1.081199 -1.995464 -0.1 0.1 0.1 0.218
H 0.141074 -2.209872 -0.295311 0.0 0.1 0.0 0.414
```
Forces are in eV/Å.

Summary:
Energy above the lowest of the compared OMol25 structures with the same formula, charge and spin   88.1 kcal/mol
Highest occupied orbital energy (alpha / beta)   -7.2 / -7.2 eV
HOMO-LUMO gap (alpha / beta)   7.82 / 7.82 eV